# 1
Formula: C43H97CuKN5O20
Source: OMol25
Level of theory: ωB97M-V/def2-TZVPD

Last column: Löwdin charge in e.
Geometry (Å):
Cu  -5.69182  -5.28387  1.41811  0.81
K  3.20218  5.79129  2.57247  0.94
O  -0.19129  8.36774  1.94012  -0.21
O  -6.79774  -6.44026  -1.71469  -0.20
O  1.70152  1.94973  8.29017  -0.11
O  5.81998  1.51032  2.60792  -0.12
O  -7.59233  -5.33952  4.19017  -0.21
O  15.12557  4.56461  -2.26592  -0.19
O  -2.59627  -1.79960  0.09987  0.01
O  0.60988  1.24331  3.13140  0.02
O  7.48063  -7.78790  -9.01408  -0.17
O  4.56684  -4.96062  -6.08534  -0.19
O  0.64894  1.39539  0.25352  0.03
O  -10.92065  -2.80091  -2.61883  -0.18
O  -3.73644  -6.45658  3.11880  -0.23
O  -0.39560  4.70930  -3.67502  -0.13
O  1.37071  11.77839  -2.03042  -0.21
O  -7.63279  4.56633  8.28043  0.00
O  10.20204  3.56144  -3.36679  -0.18
O  -3.15003  -1.54448  2.94968  -0.06
O  -9.13953  6.03840  8.93681  0.00
O  -9.62880  3.78434  9.12655  0.07
N  -8.70014  -4.23626  -1.21423  -0.05
N  6.34837  -7.18652  -6.04853  -0.05
N  -6.03760  -7.60425  3.87532  -0.06
N  13.02131  2.60365  -3.04029  -0.07
N  1.52079  8.97134  -0.65243  -0.09
C  8.98327  3.68249  -2.60857  -0.10
C  -10.22652  6.45287  9.80801  -0.20
C  -6.97771  3.36997  8.05315  -0.05
C  14.26627  2.80722  -3.66918  -0.25
C  -6.27898  -7.71757  -1.84648  -0.15
C  -0.24775  0.68482  2.47054  -0.31
C  -10.02274  6.06271  11.27134  -0.07
C  15.23965  3.19564  -2.54166  -0.24
C  -7.96042  -6.50459  4.96123  -0.22
C  12.03332  2.17179  -4.09807  -0.16
C  -1.08584  7.50444  2.62888  -0.11
C  6.16638  0.46659  1.72823  -0.18
C  -5.07424  -7.33766  4.96755  -0.19
C  4.87706  -7.28491  -5.87487  -0.21
C  -2.46078  -6.43165  2.49981  -0.10
C  -0.10446  0.62770  0.87479  -0.31
C  0.37036  9.62129  -0.17807  -0.23
C  -1.45318  -0.01670  3.07272  0.05
C  15.95671  5.09842  -1.22382  -0.09
C  -8.88221  -2.74122  -1.33234  -0.17
C  8.76953  -8.36136  -9.04972  -0.14
C  -0.97060  -0.31170  0.22271  0.06
C  -8.02338  -6.32189  -2.43157  -0.19
C  -1.95443  -0.96663  0.85368  -0.34
C  6.62792  -8.61080  -8.18762  -0.21
C  1.02981  12.56775  -3.16384  -0.09
C  10.56704  2.24492  -3.58677  -0.25
C  -8.44403  -4.81722  -2.52349  -0.20
C  -0.57550  8.64476  0.58334  -0.19
C  -3.68507  -7.11164  4.41469  -0.18
C  0.60260  2.61040  8.86244  -0.19
C  -8.10128  -4.13007  4.75615  -0.09
C  2.56655  9.80561  -1.16153  -0.19
C  6.85912  -8.45674  -6.66777  -0.19
C  4.33761  -6.05013  -5.19272  -0.23
C  -9.61101  -2.19185  -2.59280  -0.22
C  -11.57009  -2.33859  -3.77377  -0.14
C  -2.22731  -0.83360  2.35294  -0.39
C  -7.44526  -7.77467  4.29009  -0.19
C  3.97861  -3.72796  -5.68397  -0.11
C  2.20528  10.70654  -2.38080  -0.23
C  -1.22076  4.02217  -4.57396  -0.17
C  -8.82571  4.70541  8.81752  -0.52
H  -7.59108  2.76509  7.38532  0.10
H  -1.67673  0.16664  4.11330  0.12
H  4.11631  -3.56470  -4.61511  0.08
H  -6.94262  2.79939  8.98122  0.10
H  6.46834  -9.33275  -6.15008  0.11
H  10.49856  1.68076  -2.65664  0.12
H  -0.60216  7.68523  0.06690  0.11
H  9.35938  -8.34148  -8.13333  0.08
H  15.01317  2.58769  -1.66575  0.12
H  -6.88324  -8.45991  -1.32502  0.09
H  5.76962  -0.49689  2.04823  0.08
H  4.88014  1.39178  2.76362  0.07
H  -6.01224  3.59406  7.59955  0.10
H  -2.20590  4.35559  -4.24773  0.08
H  3.40491  9.12519  -1.31082  0.11
H  -5.35835  -6.43252  5.50429  0.12
H  -9.14580  -4.08087  4.44845  0.09
H  7.24179  0.45581  1.55082  0.09
H  1.95435  12.85683  -3.66359  0.09
H  -0.03122  4.04468  -3.08585  0.07
H  2.85745  10.52753  -0.39843  0.12
H  0.49277  13.43803  -2.78663  0.09
H  -10.36993  5.03097  11.32667  0.07
H  8.39003  4.58347  -2.76480  0.08
H  -5.90104  -8.59220  3.71591  0.10
H  4.50874  -2.89629  -6.14807  0.09
H  -11.78312  -1.27583  -3.88895  0.09
H  -12.52913  -2.85619  -3.75364  0.09
H  -0.76872  -0.46582  -0.82700  0.13
H  -11.15726  6.03563  9.42367  0.12
H  14.27474  3.57465  -4.44318  0.12
H  -1.60330  8.99893  0.50397  0.12
H  2.89766  -3.70051  -5.82147  0.08
H  9.90972  1.79823  -4.33276  0.12
H  -0.29458  2.38551  8.28573  0.08
H  -7.94555  -6.71915  -3.44361  0.12
H  12.73731  3.47673  -2.61936  0.11
H  -7.64638  -3.22309  4.35795  0.09
H  -1.90198  -7.36751  2.49638  0.09
H  -9.64730  -4.50785  -0.99239  0.10
H  15.99547  6.18660  -1.27346  0.08
H  0.65414  3.69654  8.93828  0.07
H  7.94553  -8.51395  -6.60035  0.09
H  -9.35957  -4.80890  -3.11494  0.11
H  6.58218  -6.50911  -6.76026  0.09
H  -6.25547  -8.03752  -2.88820  0.09
H  -3.08106  -6.42228  5.00463  0.13
H  14.57635  1.84975  -4.08773  0.12
H  1.74548  10.10665  -3.16617  0.12
H  9.41559  -7.68136  -9.60497  0.09
H  4.65066  -8.15031  -5.25204  0.12
H  -5.05647  -8.17854  5.66089  0.12
H  8.78225  -9.31742  -9.57306  0.09
H  -1.88422  -5.61346  2.93137  0.10
H  -2.08424  7.93523  2.70440  0.09
H  -7.98125  -2.15003  -1.16843  0.11
H  -9.63894  -1.12001  -2.39661  0.12
H  4.49308  -7.31793  -6.89445  0.11
H  5.58861  -8.47158  -8.48518  0.11
H  1.60692  2.02006  7.33744  0.07
H  5.65142  0.50772  0.76842  0.07
H  -8.11043  -7.87675  3.43263  0.12
H  -0.71597  7.35819  3.64372  0.08
H  15.62679  4.80659  -0.22677  0.08
H  -9.04710  -6.58120  4.99789  0.12
H  3.27336  -6.27130  -5.11185  0.12
H  -2.56675  -6.17777  1.44510  0.08
H  3.07433  11.16289  -2.85474  0.12
H  -7.52795  -8.71966  4.82699  0.12
H  0.48607  2.35471  9.91560  0.08
H  -9.50525  -2.48997  -0.47398  0.11
H  -10.30670  7.53689  9.72695  0.12
H  0.71052  10.37065  0.53666  0.13
H  -1.20697  6.57461  2.07312  0.08
H  6.74895  -9.64148  -8.52102  0.11
H  -1.13437  4.33827  -5.61354  0.07
H  12.16149  2.77737  -4.99526  0.11
H  -5.28947  -7.84425  -1.40725  0.09
H  16.25460  2.90266  -2.81027  0.11
H  -7.71393  -4.25255  -3.10331  0.13
H  -8.98631  6.19266  11.58284  0.08
H  -0.15916  10.20878  -0.92809  0.12
H  4.80020  -5.92209  -4.21408  0.12
H  -8.69281  -6.99475  -1.89563  0.12
H  9.15678  3.61516  -1.53457  0.08
H  -1.00886  2.95503  -4.50754  0.08
H  0.36013  12.07513  -3.86879  0.09
H  -10.66302  6.54040  12.01293  0.08
H  -9.12865  -2.33167  -3.56022  0.11
H  -8.01718  -4.07481  5.84149  0.09
H  8.23106  2.92112  -2.81500  0.08
H  16.98300  4.73670  -1.28704  0.08
H  12.23169  1.12555  -4.33077  0.11
H  1.16063  8.39063  -1.39618  0.12
H  -11.20726  -2.71540  -4.73004  0.09
H  -3.19857  -8.08603  4.37030  0.12
H  -7.61177  -6.42809  5.99113  0.12

Computed properties:
total charge: +1
spin multiplicity: 2
highest occupied orbital energy (spin up / spin down): -9.26 / -8.32 eV
HOMO-LUMO gap (spin up / spin down): 5.52 / 4.58 eV
LUMO energy (spin up / spin down): -3.749 / -3.748 eV

---

# 2
Formula: C6H5IO2
Source: OMol25
Level of theory: ωB97M-V/def2-TZVPD

Last column: Löwdin charge in e.
Geometry (Å):
I  2.80573  -2.71560  -0.34844  0.81
O  2.55706  0.01949  -1.32176  0.00
O  -1.58555  0.42392  0.67589  -0.01
C  -0.45993  0.60693  -0.05369  -0.31
C  -1.51473  -0.79657  1.38639  -0.06
C  -0.34170  1.87936  -0.88689  -0.03
C  0.31488  -0.54694  0.12339  -0.09
C  1.96930  -0.80769  -0.74415  -0.76
C  -0.30737  -1.40922  1.06430  -0.08
H  0.08166  -2.34063  1.42022  0.08
H  -0.44764  1.76776  -2.02987  0.10
H  -1.27243  2.49523  -0.49007  0.11
H  0.63862  2.50853  -0.72427  0.11
H  -2.43789  -1.08458  1.92895  0.13

Computed properties:
total charge: 0
ΔE to the lowest compared entry with this formula, charge and spin: 0.9147 eV
highest occupied orbital energy: -8.86 eV
structure (SMILES): Cc1occc1C(=O)I
HOMO-LUMO gap: 9.03 eV
LUMO energy: 0.167 eV

---

# 3
Formula: C29H29O5SbY
Source: OMol25
Level of theory: ωB97M-V/def2-TZVPD

Last column: Löwdin charge in e.
Geometry (Å):
Sb  1.09899  -1.42742  2.56159  1.57
Y  0.26187  -0.77062  -0.41622  1.58
O  -3.66616  -0.80136  0.87729  0.16
O  0.22211  1.10787  0.33539  -0.25
O  -1.70657  -1.27014  -0.13653  -0.24
O  -1.43506  1.51783  1.79918  0.15
O  -0.88738  0.48985  -2.13254  -0.18
C  -1.06664  1.92504  -1.81894  -0.23
C  -2.84314  -2.24148  3.98132  -0.07
C  2.67634  -5.35461  1.63810  -0.08
C  3.77183  0.13218  3.01787  -0.30
C  -2.87829  0.62988  -0.90784  -0.07
C  1.71873  1.35149  3.46085  -0.15
C  -0.63875  -0.97377  5.20092  -0.29
C  3.24837  -5.83051  2.80481  -0.06
C  4.52241  -1.10289  2.59621  -0.05
C  -2.33152  0.21244  -2.28467  -0.23
C  -2.94470  -1.75559  5.27380  -0.06
C  -2.74198  1.20092  -3.36026  -0.08
C  -1.85757  -1.13367  5.86237  -0.04
C  -1.02758  1.49817  0.67342  -0.54
C  -0.54237  -1.48105  3.90027  -0.31
C  2.09281  -4.09588  1.64394  -0.17
C  -1.64651  -2.09652  3.30308  -0.15
C  -1.88018  2.43316  -2.99970  -0.08
C  -1.90028  1.82049  -0.54256  -0.08
C  0.44939  -0.25942  5.95538  -0.06
C  3.22602  -5.05264  3.95396  -0.03
C  2.63027  -2.99242  5.24196  -0.04
C  3.82728  2.46224  3.68397  -0.06
C  4.47854  1.29645  3.31629  -0.04
C  2.44196  2.49736  3.74692  -0.07
C  2.37940  0.16882  3.12691  -0.35
C  2.07242  -3.30478  2.78900  -0.35
C  -2.83020  -0.54920  0.06911  -0.53
C  2.64150  -3.79083  3.97164  -0.30
H  5.55984  -0.86191  2.37063  0.08
H  -2.46478  2.72516  -0.32565  0.17
H  -3.87300  -1.84958  5.82166  0.11
H  1.61259  -2.88996  5.62358  0.08
H  -2.46592  -0.83655  -2.52940  0.16
H  -3.81214  1.39618  -3.32653  0.13
H  4.40375  3.34999  3.90893  0.11
H  0.53406  -0.66847  6.96290  0.09
H  3.71019  -6.80860  2.82490  0.11
H  1.63393  -3.73290  0.72593  0.05
H  3.23072  -3.47536  6.01099  0.09
H  4.08629  -1.56892  1.70840  0.07
H  -1.59149  -2.44774  2.27905  0.07
H  -2.47138  3.30310  -2.71825  0.13
H  1.41982  -0.32953  5.47908  0.04
H  2.67956  -5.95427  0.73780  0.11
H  1.92695  3.41119  4.01190  0.11
H  3.67387  -5.43416  4.86350  0.12
H  -1.23002  2.72004  -3.82292  0.12
H  -3.68771  -2.70946  3.49509  0.11
H  0.21159  0.80130  6.05662  0.09
H  -3.90696  0.97761  -0.97046  0.17
H  4.52109  -1.86237  3.38011  0.08
H  5.55992  1.28461  3.25045  0.11
H  -0.09299  2.38375  -1.68894  0.16
H  -2.49679  0.81947  -4.34918  0.12
H  0.63437  1.38320  3.48069  0.09
H  3.02874  -1.98721  5.08706  0.07
H  -1.94682  -0.74886  6.87176  0.12

Computed properties:
total charge: +1
highest occupied orbital energy: -11.22 eV
HOMO-LUMO gap: 6.97 eV
LUMO energy: -4.242 eV

---

# 4
Formula: C3H4N2O
Source: OMol25
Level of theory: ωB97M-V/def2-TZVPD

Last column: Löwdin charge in e.
Geometry (Å):
O  0.97719  -1.79905  -0.13592  0.11
N  -1.69063  -0.24138  0.23686  0.03
N  2.87586  1.14726  0.21706  0.18
C  1.07307  -0.62448  -0.05662  -0.30
C  2.14653  0.30776  -0.02383  -0.19
C  -0.58014  0.52380  -0.19612  -0.08
H  -0.67794  0.75243  -1.24472  0.10
H  -1.67864  -0.57803  1.12549  0.05
H  -2.21677  -0.64810  -0.46084  0.05
H  -0.22853  1.15980  0.53863  0.05

Computed properties:
total charge: 0
ΔE to the lowest compared entry with this formula, charge and spin: 3.2304 eV
highest occupied orbital energy: -8.48 eV
HOMO-LUMO gap: 8.23 eV
LUMO energy: -0.254 eV

---

Number 1: largest force on an atom 5.73 eV/A. Number 2: largest force on an atom 4.38 eV/A. Number 3: largest force on an atom 0.64 eV/A. Number 4: largest force on an atom 4.85 eV/A.